{"formula": "C60H81F14N3O14S5", "method": "the ωB97M-V functional and the def2-TZVPD basis", "symbols": ["C", "C", "C", "C", "C", "C", "C", "S", "C", "S", "N", "C", "C", "C", "C", "C", "C", "C", "C", "C", "C", "C", "C", "C", "S", "O", "O", "C", "F", "F", "C", "F", "F", "F", "C", "S", "O", "O", "C", "F", "F", "C", "F", "F", "C", "F", "F", "C", "F", "F", "F", "C", "N", "S", "N", "C", "H", "H", "H", "H", "H", "H", "H", "H", "H", "H", "H", "H", "H", "H", "H", "H", "H", "H", "H", "H", "H", "C", "C", "C", "O", "H", "H", "H", "H", "H", "H", "C", "C", "C", "O", "H", "H", "H", "H", "H", "H", "C", "C", "C", "O", "H", "H", "H", "H", "H", "H", "C", "C", "C", "O", "H", "H", "H", "H", "H", "H", "C", "C", "C", "O", "H", "H", "H", "H", "H", "H", "C", "C", "C", "O", "H", "H", "H", "H", "H", "H", "C", "C", "C", "O", "H", "H", "H", "H", "H", "H", "C", "C", "C", "O", "H", "H", "H", "H", "H", "H", "C", "C", "C", "O", "H", "H", "H", "H", "H", "H", "C", "C", "C", "O", "H", "H", "H", "H", "H", "H"], "coordinates": [[-4.84488, 2.41916, 0.35165], [-3.66008, 1.35019, -0.14060], [-2.55252, 1.06740, 1.06831], [-1.38735, 2.17780, 1.52223], [-1.41042, 3.62493, 0.73943], [-0.16602, 3.79633, -0.36222], [-0.03735, 2.50753, -1.38867], [1.23161, 1.35148, -0.64344], [2.06836, 0.27512, -1.92656], [1.54245, 0.42769, -3.54251], [3.14800, -0.66869, -1.44575], [4.54009, -0.22407, -1.83134], [5.07233, 0.15025, -3.33587], [6.64725, 0.66574, -3.49649], [7.70111, 0.83913, -2.24274], [7.17819, 0.44069, -0.73959], [5.62763, -0.07176, -0.56975], [2.86850, -2.11403, -1.78871], [1.37052, -2.76261, -2.07345], [1.11882, -4.37127, -2.39900], [2.36389, -5.44512, -2.45758], [3.87790, -4.82695, -2.18144], [4.13075, -3.20767, -1.85644], [-0.25334, 1.84282, 2.70802], [1.08012, 3.02950, 3.27219], [0.82156, 4.53017, 2.85502], [1.01545, 3.07042, 4.84964], [2.80659, 2.64222, 2.61600], [2.97895, 3.53553, 1.40887], [2.97877, 1.26016, 2.11464], [4.02319, 3.12665, 3.65499], [4.56170, 2.02356, 4.48307], [3.67490, 4.35999, 4.41697], [5.15240, 3.53591, 2.73760], [-0.38433, 0.34264, 3.43701], [0.72288, -0.28893, 4.81106], [2.16518, 0.27032, 4.80859], [0.88336, -1.83803, 4.55089], [-0.06972, 0.12130, 6.45752], [-1.37218, 0.81092, 6.10975], [0.71402, 1.20370, 7.16349], [-0.48369, -1.13680, 7.39366], [-1.32267, -0.61297, 8.51772], [-1.40526, -2.00664, 6.58172], [0.68896, -2.05402, 8.02438], [0.10139, -2.69763, 9.26135], [1.10355, -3.23167, 7.17327], [2.04537, -1.29833, 8.52962], [1.71936, -0.21522, 9.53171], [2.96521, -0.85093, 7.45907], [2.81918, -2.32011, 9.33056], [-1.60438, -0.70032, 2.96715], [-1.97279, -2.07286, 3.48322], [-3.34625, -2.72087, 2.62058], [-3.75523, -1.47730, 1.44596], [-2.70702, -0.42654, 1.78904], [-4.40071, 3.33156, 0.96470], [-5.66576, 1.83200, 0.96194], [-5.36091, 2.86805, -0.62391], [-4.15072, 0.33761, -0.48960], [-3.17495, 1.85528, -1.09511], [-2.39568, 3.80732, 0.09516], [-1.42151, 4.51362, 1.53715], [-0.50653, 4.71181, -1.04865], [0.84254, 4.12540, 0.13004], [-1.03404, 1.89942, -1.52060], [0.36172, 2.85898, -2.43615], [4.32394, 0.03977, -4.23111], [7.06305, 0.97202, -4.56915], [8.80290, 1.23476, -2.36993], [7.85316, 0.53885, 0.23665], [5.27899, -0.32580, 0.54165], [0.41270, -2.08575, -2.02355], [0.03972, -4.79473, -2.58156], [2.23969, -6.60327, -2.65723], [4.79265, -5.57358, -2.21616], [5.25313, -2.91498, -1.64553], [-1.91843, 1.95599, 10.12164], [-2.59728, 2.31163, 11.41736], [-1.83061, 2.07270, 12.69066], [-3.73458, 2.77945, 11.43494], [-2.58980, 2.18186, 9.28644], [-1.00574, 2.54601, 10.00628], [-1.68610, 0.88827, 10.10482], [-0.91407, 2.66793, 12.68959], [-1.59446, 1.01008, 12.78822], [-2.44427, 2.37536, 13.54581], [-6.01636, -3.16341, -2.93090], [-4.63486, -3.17933, -2.33308], [-4.41993, -4.02327, -1.10519], [-3.71704, -2.52784, -2.82887], [-6.02306, -2.51250, -3.81158], [-6.29911, -4.17290, -3.23982], [-6.73187, -2.77383, -2.20251], [-4.63160, -5.07098, -1.33290], [-5.06436, -3.67186, -0.29546], [-3.37617, -3.93807, -0.78461], [-8.61428, 3.02473, -0.10428], [-7.98417, 4.28947, -0.62350], [-8.89891, 5.32740, -1.21688], [-6.76869, 4.46787, -0.56509], [-7.83401, 2.36799, 0.29471], [-9.31629, 3.26209, 0.69902], [-9.12748, 2.50462, -0.91693], [-9.61351, 5.66722, -0.46308], [-9.42472, 4.90977, -2.07917], [-8.30584, 6.18576, -1.54997], [5.30358, 7.39445, 2.83517], [6.68509, 7.37853, 3.43299], [6.90002, 6.53459, 4.66088], [7.60290, 8.03002, 2.93719], [5.29688, 8.04536, 1.95449], [5.02084, 6.38496, 2.52625], [4.58807, 7.78403, 3.56356], [6.68835, 5.48688, 4.43316], [6.25559, 6.88601, 5.47061], [7.94377, 6.61979, 4.98146], [-7.58320, 0.66782, -4.42678], [-7.52115, 1.81818, -3.45775], [-6.23857, 2.60379, -3.39470], [-8.48148, 2.10512, -2.74497], [-8.56804, 0.19304, -4.36364], [-7.43539, 1.03259, -5.44636], [-6.82081, -0.07298, -4.17329], [-6.03099, 3.05470, -4.36832], [-5.41631, 1.94911, -3.09515], [-6.33873, 3.40282, -2.65242], [-2.04007, 7.47518, -0.81907], [-2.95007, 6.43589, -1.41741], [-4.27276, 6.90342, -1.96334], [-2.62529, 5.25038, -1.45863], [-1.12212, 6.99355, -0.46591], [-1.77643, 8.21818, -1.57596], [-2.53232, 7.95525, 0.03035], [-4.10844, 7.62092, -2.77115], [-4.86446, 7.35798, -1.16478], [-4.82386, 6.04553, -2.36307], [1.32435, -10.58582, -2.95721], [1.27422, -9.29386, -3.72827], [0.71273, -9.34039, -5.12424], [1.67654, -8.24079, -3.23654], [1.75284, -10.40064, -1.96654], [0.31403, -10.98352, -2.83262], [1.95541, -11.30739, -3.48199], [-0.32478, -9.68262, -5.09604], [1.31668, -10.00649, -5.74553], [0.73884, -8.33570, -5.55940], [-0.30523, -1.21514, -8.36223], [-0.68395, -0.53967, -7.07129], [-1.98527, -0.94476, -6.43206], [0.04200, 0.31048, -6.55858], [0.65754, -0.82382, -8.70756], [-0.20851, -2.29212, -8.20352], [-1.06042, -1.00908, -9.12480], [-1.96326, -2.00967, -6.18746], [-2.81529, -0.72654, -7.10874], [-2.12789, -0.37547, -5.50739], [3.43058, -15.05859, -4.29544], [3.26216, -13.93493, -3.30789], [3.36153, -14.27618, -1.84508], [3.05148, -12.78238, -3.68190], [3.33427, -14.66489, -5.31281], [4.42230, -15.50445, -4.18527], [2.65485, -15.81185, -4.13694], [4.35017, -14.68717, -1.62591], [2.58261, -14.99459, -1.57750], [3.21976, -13.36762, -1.25020], [6.57585, 5.00058, -4.98465], [7.22073, 4.19772, -3.88659], [7.42822, 4.87807, -2.55985], [7.56483, 3.03074, -4.06656], [6.48984, 4.38165, -5.88401], [5.57445, 5.31266, -4.67764], [7.19159, 5.87281, -5.21782], [6.46476, 5.18463, -2.14497], [8.08203, 5.74483, -2.68510], [7.90308, 4.17847, -1.86377]], "forces_ev_per_angstrom": [[0.002, -0.321, -0.676], [0.197, 0.959, 0.344], [1.375, -0.370, 1.185], [-1.049, -2.355, 0.222], [0.079, 0.243, -0.195], [-0.827, 0.706, -0.490], [0.054, 0.405, -0.660], [1.049, -1.115, -0.561], [-1.075, 0.716, -1.816], [1.039, -0.446, 2.756], [-0.265, -0.442, -1.812], [4.720, 1.759, 0.014], [2.485, 0.127, 3.776], [-0.885, -0.846, 2.793], [-4.241, -1.749, 1.264], [-2.904, -0.313, -3.431], [1.076, 0.897, -2.516], [-0.293, -5.037, -1.017], [2.324, -2.083, 0.009], [4.230, 0.851, 0.759], [1.124, 4.718, 1.075], [-3.495, 2.491, 0.144], [-3.012, -1.866, -0.539], [-3.561, -4.818, -0.961], [-3.167, 6.724, 5.529], [0.986, -6.019, -0.054], [0.799, -1.777, -5.777], [2.209, -0.819, -3.824], [-0.653, -2.876, 3.844], [-0.489, 4.644, 2.071], [2.961, 0.753, 0.105], [-2.295, 4.350, -2.766], [1.221, -4.807, -2.522], [-3.585, -1.371, 3.269], [-2.229, 1.966, -2.498], [6.730, -4.500, -3.619], [-5.462, -0.371, 0.237], [-2.136, 5.681, 1.710], [-2.515, 4.351, 1.565], [3.813, -2.279, 1.107], [-2.458, -4.216, -2.123], [-3.390, -0.781, 0.297], [2.918, -1.622, -3.632], [3.178, 2.893, 2.632], [0.049, -3.819, 1.411], [1.851, 2.239, -3.932], [-1.499, 4.485, 2.673], [3.228, -0.208, 2.310], [1.104, -3.590, -4.006], [-3.817, -1.316, 3.954], [-2.652, 3.547, -2.864], [-2.691, -2.131, -1.023], [-0.626, 3.251, -2.525], [2.693, 4.384, -0.385], [5.395, 2.124, 3.909], [0.998, 1.708, -0.123], [-0.992, -2.106, -1.239], [1.768, 1.343, -1.046], [1.255, -1.118, 2.385], [1.186, 1.962, 0.973], [-0.620, -1.153, 2.158], [2.135, -1.045, 1.634], [0.382, -2.114, -1.680], [0.718, -2.134, 1.598], [-1.877, -1.046, -0.828], [1.925, 1.408, 0.230], [-0.865, -0.752, 2.043], [1.807, 0.316, 1.869], [-1.276, -0.931, 2.712], [-2.652, -0.901, 0.021], [-1.624, -0.240, -2.484], [0.624, 0.549, -2.807], [2.205, -1.393, -0.138], [2.289, 1.223, 0.430], [0.149, 3.054, 0.459], [-2.010, 1.905, 0.126], [-2.701, -0.349, -0.506], [-0.378, 0.120, -0.219], [-1.537, 0.651, -0.053], [-0.347, 0.157, 0.334], [1.451, -0.603, 0.007], [0.136, -0.048, 0.196], [0.085, -0.217, 0.032], [0.186, 0.229, 0.094], [0.069, -0.223, -0.032], [0.205, 0.105, -0.053], [0.118, -0.061, -0.215], [0.080, 0.306, -0.360], [1.304, 0.884, -0.606], [0.490, 0.077, 0.057], [-1.220, -0.790, 0.611], [0.038, -0.156, 0.178], [-0.134, 0.058, 0.180], [-0.055, -0.228, -0.003], [-0.172, 0.064, 0.125], [-0.101, -0.171, -0.075], [-0.221, 0.010, -0.099], [0.175, -0.108, 0.335], [1.021, -0.039, 0.128], [0.379, 0.317, -0.126], [-1.421, 0.181, -0.171], [-0.166, 0.158, -0.086], [-0.061, 0.018, -0.066], [-0.066, 0.281, 0.425], [-0.109, -0.132, -0.140], [-0.129, -0.043, 0.184], [-0.105, -0.176, 0.086], [0.097, 0.290, -0.378], [1.218, 0.869, -0.676], [0.484, 0.094, 0.066], [-1.159, -0.826, 0.626], [0.039, -0.133, 0.205], [-0.136, 0.034, 0.200], [-0.053, -0.240, -0.013], [-0.190, 0.069, 0.123], [-0.098, -0.208, -0.071], [-0.232, 0.004, -0.099], [-0.513, -0.150, 0.160], [-0.940, 0.293, 0.700], [-0.251, 0.342, 0.342], [1.159, -0.381, -1.332], [0.205, 0.119, -0.004], [0.201, -0.105, 0.070], [0.100, 0.118, -0.191], [0.162, -0.198, 0.004], [0.051, 0.026, -0.232], [0.056, -0.192, -0.195], [0.369, -0.375, 0.112], [0.201, -1.230, -0.107], [-0.118, -0.499, -0.175], [-0.562, 1.468, -0.139], [-0.186, 0.115, -0.056], [-0.150, 0.096, 0.146], [0.003, 0.144, -0.170], [-0.041, 0.138, 0.180], [0.061, 0.128, -0.130], [0.113, 0.180, 0.157], [0.087, 0.483, 0.189], [0.380, 0.935, 0.834], [0.085, 0.546, -0.130], [-0.562, -1.562, -0.784], [-0.084, 0.000, -0.211], [0.038, -0.105, -0.155], [-0.447, 0.254, 0.145], [0.126, -0.180, -0.071], [-0.192, -0.116, 0.068], [0.004, -0.206, 0.114], [0.444, 0.222, -0.080], [1.014, 1.186, 0.749], [0.034, 0.302, 0.402], [-0.974, -1.097, -0.714], [-0.217, -0.077, 0.108], [-0.184, 0.033, -0.114], [-0.035, -0.217, 0.051], [-0.146, 0.033, -0.140], [0.015, -0.226, -0.024], [0.068, -0.149, -0.193], [-0.079, 0.315, -0.416], [-0.219, 1.292, -0.450], [-0.083, 0.514, 0.147], [0.657, -1.882, 0.309], [0.023, -0.069, 0.243], [-0.155, -0.144, 0.091], [0.198, -0.094, 0.082], [-0.153, -0.171, 0.007], [0.201, -0.118, -0.008], [0.038, -0.197, -0.149], [-0.037, -0.381, -0.333], [0.442, -1.441, -0.213], [0.224, -0.423, 0.209], [-0.088, 2.160, -0.023], [0.024, 0.121, 0.215], [0.124, 0.184, 0.002], [-0.176, 0.079, 0.117], [0.102, 0.176, -0.061], [-0.209, 0.090, 0.034], [-0.135, 0.133, -0.166]], "mulliken_charge": [-0.207, -0.630, 0.272, -0.113, 0.144, -0.266, -0.720, 0.260, -0.524, 0.087, 0.500, -0.072, -0.195, -0.469, -0.336, -0.497, -0.247, 0.565, -0.232, -0.646, -0.502, -0.523, -0.217, 0.573, 0.951, -0.569, -0.538, 0.521, -0.233, -0.174, 0.673, -0.179, -0.197, -0.242, -0.441, 1.220, -0.475, -0.604, 0.689, -0.295, -0.270, 0.453, -0.229, -0.213, 0.483, -0.286, -0.213, 0.604, -0.218, -0.170, -0.256, -0.111, -0.330, 0.182, -0.411, 0.140, 0.156, 0.321, -0.127, 0.366, 0.062, -0.394, 0.371, 0.244, 0.099, 0.077, 0.509, 0.283, 0.294, 0.335, 0.275, 0.276, 0.264, 0.279, 0.683, 0.251, 0.242, -0.704, 0.696, -1.088, -0.574, 0.302, 0.355, 0.113, 0.311, 0.306, 0.311, -1.082, 0.872, -1.046, -0.548, 0.186, 0.379, 0.338, 0.416, 0.266, 0.219, -0.913, 1.034, -1.279, -0.467, 0.014, 0.457, 0.315, 0.390, 0.304, 0.281, -0.830, 0.839, -0.929, -0.579, 0.314, 0.076, 0.316, 0.166, 0.314, 0.305, -1.067, 0.801, -0.309, -0.563, 0.339, 0.355, 0.099, 0.458, 0.230, -0.430, -1.127, 0.935, -1.015, -0.518, 0.217, 0.368, 0.322, 0.413, 0.342, 0.027, -0.792, 0.665, -1.088, -0.587, 0.253, 0.371, 0.206, 0.319, 0.302, 0.297, -1.169, 0.837, -1.005, -0.556, 0.295, 0.332, 0.345, 0.307, 0.373, 0.220, -1.123, 0.816, -1.054, -0.595, 0.291, 0.337, 0.334, 0.338, 0.331, 0.254, -1.158, 0.821, -1.070, -0.492, 0.295, 0.322, 0.348, 0.309, 0.357, 0.245], "gap_ev": 4.2, "charge": 0, "homo_ev": -7.14, "total_energy_ha": -6940.011532}